*one*
Below is 2 unconnected molecules or ions with the total composition CH4NO3, with properties calculated with the ωB97M-V functional and the def2-TZVPD basis.

Structure (ORCA input):
```
! wB97M-V def2-TZVPD RIJCOSX def2/J DEFGRID3
* xyz -1 1
C 2.23 -0.02 -0.14
N -2.05 -0.21 0.04
O -1.11 -1.07 -0.59
O 1.11 0.41 -0.48
O 2.59 -1.15 0.14
H 3.04 0.81 -0.04
H -2.03 0.66 -0.51
H -0.20 -0.63 -0.58
H -1.66 0.04 0.95
*
```

The HOMO energy comes out at -4.488 eV. Its LUMO energy is 0.16715 hartree.


*two*
Below is 2 unconnected molecules or ions with the total composition CH4NO3, with properties calculated with the ωB97M-V functional and the def2-TZVPD basis.

Structure (ORCA input):
```
! wB97M-V def2-TZVPD RIJCOSX def2/J DEFGRID3
* xyz -1 1
N 0.25 -1.67 1.15
C 0.08 -0.66 0.02
O 1.16 -0.15 -0.49
O -1.04 -0.26 -0.39
H -0.79 -1.64 1.23
H 0.55 -2.56 0.88
H -0.52 2.59 -0.21
H 0.22 1.68 -1.21
O 0.09 2.66 -1.00
*
```

The HOMO energy comes out at -3.996 eV. Its LUMO energy is 0.16300 hartree.


Which one sits at the top of the stability order? *two* does.


*one*
Below is 2 unconnected molecules or ions with the total composition CH3BrO, with properties calculated with the ωB97M-V functional and the def2-TZVPD basis.

Structure (ORCA input):
```
! wB97M-V def2-TZVPD RIJCOSX def2/J DEFGRID3
* xyz 0 1
C 0.02 -0.21 0.62
O 0.12 0.19 -1.60
Br -1.77 -0.67 0.76
H 0.75 -1.05 0.47
H 0.35 0.63 1.18
H 0.52 1.11 -1.45
*
```

The HOMO energy comes out at -9.918 eV. Its LUMO energy is -0.03950 hartree.


*two*
Below is 2 unconnected molecules or ions with the total composition CH3BrO, with properties calculated with the ωB97M-V functional and the def2-TZVPD basis.

Structure (ORCA input):
```
! wB97M-V def2-TZVPD RIJCOSX def2/J DEFGRID3
* xyz 0 1
C -0.78 0.50 0.39
O 1.50 -0.35 -0.52
Br 1.77 -1.88 -1.17
H -0.46 1.50 0.56
H -0.62 -0.09 1.27
H -1.40 0.32 -0.52
*
```

The HOMO energy (alpha / beta) comes out at -8.458 / -8.457 eV. Its LUMO energy (alpha / beta) is -0.08910 / -0.08915 hartree.


Which one sits at the top of the stability order? *one* does.


*one*
Below is 2 unconnected molecules or ions with the total composition C4H9N, with properties calculated with the ωB97M-V functional and the def2-TZVPD basis.

Structure (ORCA input):
```
! wB97M-V def2-TZVPD RIJCOSX def2/J DEFGRID3
* xyz -1 2
C -2.92 1.63 -0.11
C -3.41 0.41 0.16
H -2.83 2.23 0.78
H -2.56 2.00 -1.06
H -3.41 0.15 1.20
H -3.58 -0.25 -0.72
C 1.26 -1.59 -0.12
C 2.44 -1.01 0.15
N 2.66 0.39 -0.16
H 0.38 -1.00 0.16
H 1.29 -2.64 -0.38
H 3.32 -1.51 0.52
H 2.79 0.99 0.66
H 1.81 0.74 -0.62
*
```

The HOMO energy (alpha / beta) comes out at 1.454 / -4.950 eV. Its LUMO energy (alpha / beta) is 0.15604 / 0.15661 hartree.


*two*
Below is 2 unconnected molecules or ions with the total composition C4H9N, with properties calculated with the ωB97M-V functional and the def2-TZVPD basis.

Structure (ORCA input):
```
! wB97M-V def2-TZVPD RIJCOSX def2/J DEFGRID3
* xyz -1 2
C 2.43 -0.06 0.53
C 1.06 -0.27 0.16
C 0.08 0.49 -0.61
N -1.28 -0.10 -0.77
C -2.22 0.03 0.32
H 2.94 -0.92 1.00
H 2.90 1.06 0.51
H 2.20 -0.15 -1.40
H 0.44 -1.14 0.56
H 0.02 1.55 -0.98
H -1.33 -0.86 -1.35
H -2.02 -0.62 1.20
H -2.03 1.17 0.68
H -3.20 -0.19 0.15
*
```

The HOMO energy (alpha / beta) comes out at -1.072 / -1.471 eV. Its LUMO energy (alpha / beta) is 0.15731 / 0.15692 hartree.


Which one sits at the top of the stability order? *one* does.